{
  "formula": "C23H16Br2N2O5PtSe",
  "method": "ωB97M-V with the def2-TZVPD basis set",
  "e_homo_ha": [-0.313, -0.313],
  "de_lowest_ev": 0.802,
  "spin_multiplicity": 1,
  "e_lumo_ev": [-2.4, -2.4],
  "homo_lumo_gap_ev": [6.17, 6.17],
  "symbols": ["Pt", "C", "C", "C", "C", "C", "C", "Br", "C", "C", "Br", "C", "O", "C", "N", "H", "H", "H", "H", "H", "H", "N", "C", "C", "C", "C", "C", "C", "C", "C", "C", "C", "C", "C", "C", "H", "H", "H", "H", "H", "H", "H", "H", "H", "H", "O", "Se", "O", "O", "O"],
  "coordinates": [[-1.558683, 0.603059, -0.138753], [1.009824, 0.712968, -2.512778], [-0.222046, -0.022933, -2.921203], [-0.275747, -0.595889, -4.209457], [-1.380601, -1.266140, -4.638633], [-2.502455, -1.366829, -3.793244], [-3.722942, -2.004344, -4.128059], [-3.926575, -2.837099, -5.814806], [-4.767602, -2.020389, -3.249258], [-4.651552, -1.394497, -1.997372], [-6.112347, -1.409280, -0.815707], [-3.488134, -0.759962, -1.614863], [-3.348549, -0.138312, -0.463031], [-2.396741, -0.770489, -2.524507], [-1.251639, -0.132171, -2.095603], [1.699936, 0.779647, -3.350172], [1.497943, 0.212408, -1.679140], [0.749051, 1.717965, -2.182036], [0.587233, -0.490559, -4.850840], [-1.412580, -1.705280, -5.626157], [-5.695932, -2.506956, -3.511468], [0.203198, 0.819027, 0.302602], [0.744632, 1.007011, 1.594379], [2.168366, 1.575751, 1.568079], [2.724918, 2.095742, 0.412838], [3.980599, 2.691578, 0.447224], [4.674686, 2.779209, 1.640911], [4.108042, 2.274067, 2.805786], [2.859201, 1.682084, 2.771911], [0.716811, -0.454227, 2.116989], [-0.435394, -1.030896, 2.646198], [-0.414170, -2.340038, 3.100985], [0.735060, -3.105466, 2.988099], [1.870823, -2.554551, 2.411960], [1.862014, -1.241384, 1.974587], [2.181603, 2.032657, -0.516678], [4.406308, 3.094978, -0.462120], [5.650625, 3.245264, 1.670496], [4.637587, 2.353126, 3.745862], [2.414469, 1.299451, 3.681649], [-1.358456, -0.476129, 2.736957], [-1.309072, -2.758386, 3.540339], [0.742864, -4.129625, 3.337278], [2.769309, -3.146805, 2.302682], [2.752128, -0.830797, 1.522873], [0.097070, 2.049468, 2.363630], [-1.584151, 2.134876, 2.849762], [-1.819952, 1.252884, 4.157193], [-2.314641, 1.384095, 1.502537], [-1.894337, 3.692119, 2.902085]],
  "atomic_forces_ev_per_a": [[0.19, 0.06, -0.56], [0.01, 0.03, 0.02], [0.04, -0.04, 0.06], [-0.04, -0.06, -0.03], [0.03, 0.03, 0.00], [-0.02, -0.04, 0.03], [-0.01, 0.01, 0.01], [0.00, 0.00, 0.01], [0.07, 0.01, -0.04], [0.01, 0.01, 0.07], [0.02, 0.00, -0.03], [0.05, -0.07, -0.12], [-0.13, 0.20, 0.08], [-0.10, -0.02, 0.02], [0.02, 0.04, 0.32], [-0.01, 0.01, -0.02], [0.00, 0.01, -0.02], [0.02, 0.00, 0.00], [0.01, 0.01, 0.01], [0.00, -0.01, 0.00], [-0.01, 0.00, 0.00], [0.36, -0.39, 0.01], [-0.03, 0.43, -0.18], [-0.09, 0.11, -0.03], [0.03, -0.10, -0.01], [-0.01, 0.01, -0.01], [0.01, 0.00, 0.00], [0.01, 0.00, 0.00], [-0.02, -0.09, -0.01], [0.00, 0.00, -0.07], [-0.12, 0.12, 0.01], [0.02, -0.03, -0.01], [-0.02, 0.02, 0.00], [0.00, 0.00, -0.01], [-0.04, 0.02, -0.04], [-0.01, 0.02, -0.04], [0.01, 0.00, -0.01], [0.01, 0.00, 0.00], [0.01, -0.01, 0.00], [-0.03, 0.01, 0.01], [0.12, -0.08, 0.02], [-0.02, -0.01, 0.00], [0.01, 0.00, 0.01], [0.01, 0.00, 0.00], [0.05, 0.08, 0.00], [0.02, -0.33, 0.35], [-0.26, -0.22, -0.74], [0.00, 0.03, -0.07], [-0.19, 0.30, 1.08], [0.02, -0.11, -0.08]]
}


{
  "formula": "C34H74F3IN4O15P5",
  "method": "ωB97M-V with the def2-TZVPD basis set",
  "e_homo_ha": -0.400,
  "spin_multiplicity": 1,
  "e_lumo_ev": -4.5,
  "homo_lumo_gap_ev": 6.41,
  "total_charge": 1,
  "symbols": ["C", "C", "P", "C", "C", "N", "C", "N", "C", "O", "O", "C", "I", "C", "C", "C", "C", "N", "N", "C", "C", "C", "F", "C", "F", "F", "P", "C", "O", "H", "H", "H", "H", "H", "H", "H", "H", "H", "H", "H", "H", "H", "H", "H", "H", "H", "H", "H", "H", "H", "H", "H", "H", "H", "H", "H", "H", "H", "O", "P", "O", "C", "C", "O", "C", "C", "O", "C", "C", "H", "H", "H", "H", "H", "H", "H", "H", "H", "H", "H", "H", "H", "H", "H", "O", "P", "O", "C", "C", "O", "C", "C", "O", "C", "C", "H", "H", "H", "H", "H", "H", "H", "H", "H", "H", "H", "H", "H", "H", "H", "O", "P", "O", "C", "C", "O", "C", "C", "O", "C", "C", "H", "H", "H", "H", "H", "H", "H", "H", "H", "H", "H", "H", "H", "H", "H"],
  "coordinates": [[-1.339485, -0.557769, -1.288738], [-0.785444, -0.958951, 0.237404], [-1.277589, -2.735847, 0.741224], [0.222681, -3.497511, 1.643378], [-0.137649, -4.374084, 2.981176], [-2.705161, -2.555316, 1.818508], [-3.932572, -2.906217, 1.242073], [-4.067770, -3.445385, -0.165609], [-3.821147, -4.925506, -0.351994], [-3.251151, -5.266400, -1.671742], [-2.088996, -5.818635, -1.381571], [-5.370829, -2.872557, -0.702916], [-6.505394, -4.074266, -2.192813], [-6.194864, -2.377930, 0.660903], [-6.047173, -0.745016, 0.694261], [-7.449073, 0.074413, 0.925751], [-7.375802, 1.381299, 1.951749], [-8.658732, -0.188039, 0.328956], [-5.333204, -2.850807, 1.809993], [-5.806540, -4.036140, 2.620412], [-6.839000, -5.045780, 1.845766], [-8.398988, -4.675372, 2.193503], [-8.725835, -4.427033, 3.636936], [-9.513123, -4.590534, 1.209714], [-10.885352, -4.885432, 1.724755], [-9.391550, -4.207071, -0.223307], [-2.617011, -1.966835, 3.529598], [-3.567345, -0.326935, 3.762699], [-3.416073, -3.142613, 4.592794], [-1.103787, -1.400661, -2.080426], [-0.792013, 0.435975, -1.647812], [-2.491221, -0.330482, -1.240283], [-1.301041, -0.233324, 1.024759], [0.392632, -0.793808, 0.329776], [0.724367, -4.257809, 0.874135], [1.028947, -2.651012, 1.815118], [-0.079959, -3.614021, 3.899929], [0.723980, -5.164023, 3.167969], [-1.213299, -4.840177, 2.987186], [-4.753887, -5.612509, -0.186042], [-3.025296, -5.243764, 0.475340], [-1.423745, -5.638316, -2.120320], [-4.955155, -2.013856, -1.420666], [-7.351251, -2.552095, 0.706550], [-5.519178, -0.272371, -0.237444], [-5.355547, -0.491901, 1.627414], [-6.500293, 2.063057, 1.518950], [-7.081276, 1.094919, 3.047504], [-8.352657, 2.055637, 1.880552], [-8.518648, -1.011580, -0.300178], [-4.829866, -4.672651, 2.875320], [-6.247289, -3.713265, 3.677948], [-6.658388, -6.146146, 2.271341], [-6.689852, -5.123303, 0.687992], [-3.522692, 0.253377, 2.733021], [-4.693782, -0.559916, 4.062262], [-3.092655, 0.325791, 4.617301], [-2.779504, -3.398995, 5.350198], [1.495262, 3.473996, -1.391257], [1.668527, 4.643159, -2.391547], [0.983844, 3.837622, -3.666531], [-0.427447, 3.799973, -3.756855], [-0.987890, 5.146394, -4.170561], [3.248891, 4.247306, -2.760204], [4.063671, 3.629654, -1.768434], [4.063496, 2.117662, -1.925848], [1.862114, 5.949444, -3.509153], [2.371183, 7.163475, -2.974563], [3.842757, 7.078183, -2.624159], [-0.856368, 3.469830, -2.805918], [-0.681947, 3.053791, -4.515049], [-0.834925, 5.889238, -3.381382], [-2.063156, 5.074511, -4.366221], [-0.486119, 5.519823, -5.068658], [3.749622, 3.931826, -0.763160], [5.084484, 4.004166, -1.899523], [3.056070, 1.710693, -2.046006], [4.532224, 1.639578, -1.061379], [4.619245, 1.831360, -2.824113], [1.776612, 7.454381, -2.099003], [2.230335, 7.930262, -3.741691], [3.993215, 6.500710, -1.705606], [4.259897, 8.075510, -2.449801], [4.417245, 6.590410, -3.419220], [7.188918, 7.303328, -7.551603], [6.582912, 8.720864, -7.696149], [6.887056, 9.162301, -6.129019], [8.187029, 9.611931, -5.798532], [8.445377, 11.000049, -6.350330], [5.016135, 8.204634, -7.433717], [4.636828, 6.891804, -7.835675], [4.734066, 5.915791, -6.674278], [5.905833, 10.304651, -7.857648], [5.483557, 10.677416, -9.162077], [4.224379, 9.956825, -9.598896], [8.934499, 8.898932, -6.159323], [8.250748, 9.638957, -4.706916], [8.487547, 10.981062, -7.443893], [9.398459, 11.392615, -5.979960], [7.642545, 11.688599, -6.068975], [5.232007, 6.560213, -8.693765], [3.597922, 6.938812, -8.179141], [5.681147, 6.001637, -6.135171], [4.624376, 4.886065, -7.025289], [3.945360, 6.118814, -5.943231], [6.300833, 10.503647, -9.873843], [5.288746, 11.753356, -9.135833], [4.441227, 8.916402, -9.864127], [3.791587, 10.431931, -10.485481], [3.471749, 9.945182, -8.802972], [1.530618, -6.633330, 6.056609], [1.727965, -7.394623, 7.390411], [2.990827, -8.314071, 6.839900], [4.283761, -7.740060, 6.827633], [4.845309, -7.620219, 8.230629], [0.535291, -8.516797, 7.061154], [-0.582546, -8.134734, 6.265268], [-0.371739, -8.516319, 4.808953], [1.948458, -8.245203, 8.880645], [1.142291, -7.821414, 9.971198], [-0.311709, -8.217330, 9.813964], [4.258182, -6.766522, 6.328814], [4.924225, -8.401326, 6.236913], [4.280769, -6.885166, 8.812876], [5.892406, -7.300158, 8.202429], [4.778309, -8.574803, 8.761742], [-0.792552, -7.065188, 6.376973], [-1.459697, -8.664484, 6.651886], [0.611527, -8.216523, 4.437095], [-1.138065, -8.060843, 4.175816], [-0.425919, -9.603055, 4.691582], [1.240774, -6.735556, 10.097533], [1.547626, -8.298532, 10.868053], [-0.812195, -7.582387, 9.074903], [-0.851851, -8.098935, 10.759108], [-0.411221, -9.255698, 9.479342]],
  "atomic_forces_ev_per_a": [[0.48, 0.31, 0.26], [-0.10, 1.58, 0.39], [1.56, -0.44, -1.98], [1.02, -0.54, 0.46], [0.93, 1.16, 1.05], [-5.31, -0.76, -0.25], [-0.86, -2.00, -1.37], [-0.98, 0.28, 1.65], [1.32, -1.16, 1.24], [-4.74, 2.72, 1.08], [5.86, -2.30, -0.05], [1.08, 1.07, -0.30], [0.65, 0.47, 1.10], [0.86, 2.38, -1.09], [-0.10, 1.26, 1.01], [-3.19, 0.27, -0.58], [0.61, 0.24, -1.48], [5.56, 0.25, 2.06], [1.41, 0.37, -1.00], [1.06, -1.82, 1.19], [-0.95, -0.09, 1.03], [-2.44, 0.76, -2.00], [0.89, -1.37, -4.46], [0.72, -0.29, 2.67], [4.64, 1.67, -2.44], [-0.59, -1.85, 5.14], [1.30, -0.08, 2.89], [-1.89, 0.07, -0.54], [1.51, 1.29, -0.60], [-0.59, 1.67, 1.76], [-1.19, -2.16, 0.89], [2.23, -0.61, -0.18], [1.23, -1.25, -1.64], [-2.61, -0.52, -0.22], [-1.39, 1.79, 1.32], [-1.67, -1.80, 0.05], [-0.25, -1.78, -1.94], [-2.11, 1.47, -0.45], [2.19, 0.69, -0.25], [1.41, 1.72, -0.55], [-1.61, 0.67, -1.96], [-1.69, 0.13, 1.06], [-1.54, -1.55, 1.91], [2.47, -0.52, 0.10], [-1.08, -1.05, 1.54], [-1.52, -0.46, -2.01], [-1.70, -1.42, 1.01], [-0.74, 0.40, -2.13], [2.04, -1.90, 0.27], [-0.21, 0.61, 0.37], [-2.16, 1.36, -0.46], [0.83, -0.51, -2.54], [-0.48, 2.45, -0.79], [-0.48, 0.42, 2.16], [-0.12, -1.05, 2.17], [2.28, 0.69, -0.77], [-0.62, -1.61, -1.76], [-1.17, 0.71, -2.03], [-1.80, 4.00, 1.64], [4.13, -6.68, -6.16], [-0.52, 0.50, 0.42], [-0.25, 0.04, -0.35], [-0.24, 0.20, -0.01], [-0.24, 1.20, 0.87], [0.20, -0.31, 0.18], [0.05, -0.20, -0.20], [-1.78, 0.14, 3.32], [0.47, 1.00, 0.03], [0.38, -0.07, 0.31], [-0.06, -0.05, 0.04], [0.16, -0.01, 0.10], [-0.09, 0.00, -0.07], [0.13, 0.01, 0.04], [-0.08, -0.13, 0.14], [-0.03, -0.18, -0.17], [-0.14, 0.07, -0.15], [0.03, 0.21, 0.18], [0.01, 0.04, -0.07], [0.01, 0.06, 0.12], [0.10, 0.18, -0.18], [-0.14, -0.18, 0.01], [0.07, 0.06, -0.12], [-0.16, -0.08, -0.08], [-0.19, 0.15, 0.11], [1.71, 2.44, -3.66], [-4.95, -2.21, 8.28], [0.45, 0.26, -0.61], [0.26, 0.30, 0.26], [0.18, 0.22, -0.08], [0.26, 0.40, -1.38], [-0.05, -0.43, 0.08], [-0.07, -0.01, 0.25], [2.62, -1.39, -2.18], [-0.44, 0.50, -0.68], [-0.25, -0.37, -0.25], [0.04, -0.03, 0.05], [-0.11, -0.12, -0.10], [0.07, 0.07, 0.06], [-0.11, -0.07, -0.06], [0.13, -0.14, 0.01], [-0.01, -0.01, 0.26], [0.06, 0.19, 0.06], [0.02, 0.01, -0.29], [-0.03, 0.08, 0.05], [-0.02, -0.07, -0.11], [-0.18, 0.21, -0.03], [0.17, -0.08, 0.13], [-0.13, 0.12, 0.04], [0.14, 0.04, 0.11], [0.22, 0.08, -0.13], [0.33, 2.94, 3.64], [0.16, -8.38, -5.51], [-0.03, 0.75, 0.49], [0.54, -0.09, 0.07], [0.19, 0.11, 0.19], [-0.48, 1.04, 0.96], [-0.14, -0.05, -0.30], [0.10, -0.22, -0.15], [-0.08, 3.74, -0.40], [-0.45, -0.04, 0.91], [-0.47, 0.07, -0.11], [0.04, 0.01, -0.06], [-0.21, 0.03, -0.02], [0.11, 0.00, 0.02], [-0.15, -0.02, 0.00], [0.03, 0.13, -0.15], [0.12, -0.13, -0.14], [0.17, -0.06, 0.11], [-0.14, 0.17, 0.17], [0.00, -0.05, 0.03], [-0.07, 0.12, 0.03], [-0.03, -0.18, 0.22], [0.14, 0.06, -0.18], [-0.02, -0.13, 0.08], [0.17, 0.01, -0.06], [0.11, 0.22, 0.11]]
}


{
  "formula": "C3H10NNiO2PS",
  "method": "ωB97M-V with the def2-TZVPD basis set",
  "e_homo_ha": [-0.656, -0.656],
  "s2": 2.01,
  "spin_multiplicity": 3,
  "e_lumo_ev": [-10.4, -12.2],
  "homo_lumo_gap_ev": [7.48, 5.63],
  "total_charge": 2,
  "symbols": ["C", "O", "C", "S", "C", "N", "P", "O", "H", "H", "H", "H", "H", "H", "H", "H", "H", "H", "Ni"],
  "coordinates": [[-2.485380, -0.525281, -0.650305], [-1.282976, -0.248377, 0.111537], [-0.446811, 0.656453, -0.459890], [0.061284, 0.140358, -2.165575], [0.819556, 0.760484, 0.482830], [0.509759, 1.667682, 1.591088], [1.494962, -0.861413, 1.011176], [1.212066, -1.975049, -0.023032], [-2.605723, 0.103414, -1.521050], [-2.485807, -1.579052, -0.880415], [-3.318433, -0.356195, 0.012264], [-0.875137, 1.656710, -0.414162], [-0.003591, -1.222520, -2.142164], [1.619235, 1.204011, -0.118974], [1.120940, 1.426624, 2.361612], [0.856774, 2.575157, 1.314915], [2.899013, -0.684539, 1.011401], [1.120034, -1.181683, 2.330710], [1.790234, -1.556783, -1.851966]],
  "atomic_forces_ev_per_a": [[-0.43, -0.22, 0.97], [-0.07, -0.20, -0.58], [0.95, -1.30, 2.93], [1.37, -0.05, -1.45], [-0.38, 0.76, -0.67], [0.61, -0.85, -0.27], [0.25, 0.19, -0.03], [0.59, 0.27, -1.26], [0.16, 0.17, -0.25], [0.08, -0.27, -0.38], [-0.30, 0.17, 0.18], [-0.05, 0.39, -1.22], [-1.87, 0.19, 0.24], [0.23, -0.20, -0.25], [-0.26, 0.08, 0.64], [-0.23, 0.51, 0.04], [-0.35, 0.17, 0.41], [-0.15, -0.06, -0.33], [-0.15, 0.24, 1.29]]
}


We obtain DFT total energy values of -9040.3962, -4990.6462, -2572.6085 Ha for the records listed above, in that order.